[1]
62
Properties=species:S:1:pos:R:3:nbo_charge:R:1 method="wB97M-V/def2-TZVPD" homo_ev="-10.22 / -10.22" charge=+1
Ru 0.1997 -1.1730 0.2715 1.24
C -4.0430 -2.3587 -0.7881 -0.24
O -4.5381 -1.4896 0.2427 -0.50
C -3.8541 -1.3019 1.3997 0.34
C -4.6126 -0.9894 2.4946 -0.22
C -4.0355 -0.8169 3.7600 -0.17
C -2.6927 -0.9765 3.9156 -0.18
C -1.8768 -1.2381 2.8051 -0.15
C -0.5001 -1.4093 3.0641 0.17
N 0.4159 -1.5860 2.1684 -0.24
N 1.7006 -1.7733 2.6057 -0.33
C 2.5192 -1.7880 1.5957 0.57
O 2.0870 -1.8113 0.3319 -0.57
C 3.9586 -1.6793 1.9101 -0.09
C 4.8658 -1.5079 0.8686 -0.17
C 6.2062 -1.2867 1.1474 -0.21
C 6.6413 -1.2461 2.4660 -0.17
C 5.7378 -1.4268 3.5066 -0.21
C 4.3972 -1.6410 3.2328 -0.16
C -2.4408 -1.3436 1.5088 0.27
O -1.7152 -1.4581 0.3905 -0.53
H -4.9140 -2.6533 -1.3648 0.21
H -3.5726 -3.2482 -0.3702 0.18
H -3.3388 -1.8487 -1.4274 0.19
H -5.6868 -0.9134 2.3521 0.25
H -4.6633 -0.5951 4.6153 0.24
H -2.2369 -0.8956 4.8963 0.23
H -0.1624 -1.4056 4.0928 0.23
H 4.5035 -1.5374 -0.1501 0.23
H 6.9127 -1.1399 0.3385 0.23
H 7.6897 -1.0713 2.6846 0.23
H 6.0845 -1.3930 4.5359 0.23
H 3.6780 -1.7764 4.0324 0.23
Cl -3.7012 2.8141 -2.5172 0.06
C -3.0519 1.2803 -2.9473 -0.03
C -3.7569 0.4326 -3.7852 -0.20
C -3.1947 -0.7753 -4.1654 -0.18
C -1.9589 -1.1685 -3.6696 -0.23
C -1.2896 -0.3217 -2.8168 -0.02
Cl 0.2382 -0.8552 -2.1267 0.13
C -1.7962 0.9258 -2.4752 0.09
N -1.0480 1.8018 -1.6467 -0.64
C 0.0715 2.4452 -2.0450 0.20
C 0.3915 2.5217 -3.4306 -0.28
C 1.4898 3.2219 -3.8442 -0.17
C 2.3132 3.8534 -2.8982 -0.25
C 2.0284 3.7538 -1.5374 -0.16
C 0.9230 3.0681 -1.0719 -0.09
C 0.6971 2.9261 0.4238 -0.52
C 0.5666 1.4390 0.7536 0.81
O 1.5800 0.7107 0.7471 -0.59
O -0.5905 0.9484 0.8978 -0.61
H -4.7367 0.7282 -4.1423 0.25
H -3.7334 -1.4296 -4.8430 0.24
H -1.5282 -2.1312 -3.9283 0.25
H -1.3142 1.8391 -0.6676 0.43
H -0.2600 2.0448 -4.1545 0.22
H 1.7173 3.2945 -4.9016 0.22
H 3.1801 4.4188 -3.2258 0.22
H 2.6915 4.2222 -0.8141 0.22
H -0.2041 3.4465 0.7568 0.24
H 1.5623 3.3241 0.9427 0.26

=====

[2]
57
Properties=species:S:1:pos:R:3:nbo_charge:R:1 method="wB97M-V/def2-TZVPD" homo_ev=-10.13 charge=+1 relative_energy_kj_mol=0.00
C 2.7853 -4.4741 1.1743 -0.70
C 2.3093 -3.0623 1.1061 0.68
N 0.9559 -2.8436 1.3104 -0.65
C 0.3054 -1.5884 1.3053 0.27
C -0.8997 -1.4319 2.1399 -0.13
C -1.2940 -2.4704 2.9489 -0.12
C -2.4157 -2.3699 3.7915 -0.08
C -3.1430 -1.1579 3.8140 0.01
C -4.2527 -1.0466 4.6771 -0.19
C -4.6189 -2.0912 5.4714 -0.20
C -3.9037 -3.2967 5.4412 -0.20
C -2.8257 -3.4377 4.6208 -0.19
C -2.7321 -0.0957 2.9765 -0.18
C -1.6505 -0.2304 2.1626 -0.21
C 0.7927 -0.5961 0.5549 -0.47
O 3.0942 -2.1639 0.8908 -0.61
H 1.9498 -5.1742 1.1790 0.21
H 3.4133 -4.7033 0.3146 0.25
H 3.3721 -4.6461 2.0770 0.25
H 0.3750 -3.6688 1.4110 0.40
H -0.7266 -3.3811 2.9649 0.19
H -4.7989 -0.1194 4.7027 0.21
H -5.4643 -1.9919 6.1325 0.22
H -4.2083 -4.1138 6.0757 0.22
H -2.2737 -4.3618 4.5950 0.21
H -3.2882 0.8267 2.9924 0.21
H -1.3622 0.5930 1.5311 0.20
H 0.3330 0.3675 0.5003 0.18
H 1.6759 -0.7567 -0.0278 0.22
F -0.2862 1.0781 -7.2518 -0.29
C 0.6709 0.5266 -6.4735 0.41
C 1.4405 -0.5182 -6.9419 -0.25
C 2.4120 -1.0875 -6.1392 0.40
F 3.1596 -2.1067 -6.6153 -0.29
C 2.6171 -0.6112 -4.8636 -0.18
C 1.8550 0.4530 -4.3585 -0.14
C 2.0728 0.9508 -3.0376 0.11
C 1.4102 2.0399 -2.5138 -0.31
C 1.5882 2.5494 -1.2463 0.11
C 0.8588 3.6551 -0.7166 -0.13
C 1.1223 4.1446 0.5716 -0.19
C 0.4071 5.2008 1.0930 0.41
F 0.6668 5.6561 2.3411 -0.29
C -0.5888 5.7971 0.3405 -0.25
C -0.8706 5.3412 -0.9331 0.40
F -1.8536 5.9164 -1.6626 -0.29
C -0.1539 4.2891 -1.4501 -0.20
C 0.8781 1.0031 -5.2021 -0.20
H 1.2771 -0.8910 -7.9349 0.27
H 3.3811 -1.0684 -4.2622 0.25
H 2.7960 0.4449 -2.4218 0.23
H 0.7171 2.5463 -3.1555 0.21
H 2.3230 2.0861 -0.6148 0.23
H 1.8952 3.7066 1.1758 0.25
H -1.1519 6.6157 0.7485 0.27
H -0.4013 3.9615 -2.4389 0.23
H 0.2535 1.8073 -4.8701 0.23

=====

[3]
58
Properties=species:S:1:pos:R:3:nbo_charge:R:1 method="wB97M-V/def2-TZVPD" homo_ev="-10.71 / -10.68" multiplicity=2 s2=0.87 charge=+1 relative_energy_kj_mol=118.41
Ru -0.5443 -0.1240 -1.3307 0.84
C 3.6597 -3.2648 -0.6854 -0.19
C 3.6543 -2.2723 0.2854 -0.18
C 2.9478 -1.1026 0.0839 -0.26
C 2.2134 -0.9310 -1.0974 0.18
C 2.2207 -1.9405 -2.0713 -0.21
C 2.9514 -3.0910 -1.8668 -0.20
N 1.4181 0.1801 -1.3098 -0.40
C 1.8424 1.4593 -1.1878 0.15
C 3.1706 1.8899 -1.0675 -0.22
C 3.4420 3.2380 -0.9406 -0.15
C 2.4133 4.1810 -0.9666 -0.19
C 1.0941 3.7994 -1.1345 -0.18
C 0.7913 2.4386 -1.2378 0.15
N -0.4403 1.8741 -1.3054 -0.19
N -1.5622 2.5271 -1.3891 -0.21
C -2.6579 1.7649 -1.3047 0.30
C -3.9309 2.3482 -1.1401 -0.19
C -5.0217 1.5351 -0.9749 -0.14
C -4.8602 0.1453 -1.0454 -0.22
C -3.6009 -0.3717 -1.2541 0.07
N -2.5089 0.3958 -1.3494 -0.46
H 4.2139 -4.1754 -0.5206 0.23
H 4.1969 -2.4154 1.2086 0.23
H 2.9175 -0.3293 0.8386 0.22
H 1.6703 -1.7756 -2.9907 0.22
H 2.9687 -3.8590 -2.6250 0.23
H 3.9637 1.1587 -1.0732 0.24
H 4.4647 3.5584 -0.8145 0.24
H 2.6574 5.2234 -0.8503 0.23
H 0.2954 4.5251 -1.1575 0.25
H -4.0059 3.4246 -1.1228 0.25
H -5.9932 1.9666 -0.7988 0.24
H -5.7044 -0.5179 -0.9455 0.24
H -3.4436 -1.4415 -1.3549 0.23
C -0.5933 2.5732 4.3143 -0.18
C -0.6439 1.2090 4.5748 -0.20
C -0.6327 0.3030 3.5405 -0.21
C -0.5867 0.7440 2.2050 0.15
C -0.5648 2.1201 1.9528 -0.23
C -0.5488 3.0195 3.0017 -0.20
N -0.5477 -0.1798 1.1758 -0.20
N -0.5435 -1.3962 1.5275 -0.11
C -0.5834 -2.3752 0.5974 0.04
C -0.5302 -3.7063 1.0410 -0.14
C -0.6486 -4.7328 0.1318 -0.25
C -0.8478 -4.4513 -1.2157 -0.14
C -0.8947 -3.1379 -1.6644 -0.28
C -0.7237 -2.0781 -0.7833 -0.20
H -0.5854 3.2794 5.1300 0.23
H -0.6776 0.8489 5.5919 0.23
H -0.6555 -0.7604 3.7224 0.24
H -0.5589 2.4864 0.9423 0.20
H -0.4977 4.0780 2.8014 0.22
H -0.3879 -3.8925 2.0922 0.23
H -0.6111 -5.7610 0.4619 0.23
H -0.9671 -5.2597 -1.9211 0.22
H -1.0621 -2.9537 -2.7220 0.21

=====

[4]
63
Properties=species:S:1:pos:R:3:nbo_charge:R:1 method="wB97M-V/def2-TZVPD" homo_ev=-10.51 charge=+1 relative_energy_kj_mol=32.76
Au -1.0711 1.4110 -0.9288 1.18
N 4.4676 0.9359 4.7913 -0.78
C 4.0306 1.1391 3.5165 0.20
C 2.9233 0.4251 3.0225 -0.23
C 2.4873 0.6325 1.7332 -0.16
C 3.1432 1.5541 0.9250 -0.41
C 4.2185 2.2880 1.3976 -0.12
C 4.6620 2.0785 2.6860 -0.28
S 2.6167 1.6700 -0.7553 2.35
O 2.6524 0.3500 -1.3143 -0.96
O 3.2753 2.7307 -1.4406 -0.89
N 0.9835 2.0407 -0.6058 -0.92
C 0.6225 3.3032 -0.2917 0.56
N 1.4069 4.2214 0.2562 -0.46
C 0.8827 5.4174 0.4679 0.15
C -0.4367 5.7443 0.1522 -0.33
C -1.2123 4.7206 -0.3491 0.12
N -0.6840 3.5204 -0.5551 -0.59
H 4.0884 0.1823 5.3324 0.39
H 5.3297 1.3432 5.1018 0.40
H 2.4292 -0.2999 3.6565 0.20
H 1.6447 0.0804 1.3327 0.22
H 4.6955 3.0068 0.7449 0.25
H 5.5140 2.6286 3.0646 0.22
H 1.5496 6.1416 0.9220 0.22
H -0.8347 6.7339 0.3079 0.25
H -2.2566 4.8439 -0.6072 0.23
O -4.6616 1.2765 -2.2278 -0.52
C -4.0101 0.6551 -1.4299 0.77
O -3.1085 1.0936 -0.5799 -0.76
C -4.2074 -0.8468 -1.2745 -0.15
C -5.4660 -1.4185 -1.3352 -0.16
C -5.6083 -2.7759 -1.0846 -0.16
C -4.4929 -3.5565 -0.8040 -0.19
C -3.2300 -2.9916 -0.7796 -0.20
C -3.0866 -1.6231 -1.0055 -0.30
P -1.4109 -0.9382 -0.9738 1.22
C -0.7173 -1.4905 0.5952 -0.34
C -1.1601 -0.8386 1.7498 -0.21
C -0.6592 -1.2144 2.9824 -0.20
C 0.2859 -2.2299 3.0658 -0.18
C 0.7233 -2.8761 1.9188 -0.19
C 0.2267 -2.5106 0.6774 -0.21
C -0.5213 -1.6951 -2.3295 -0.37
C 0.8584 -1.4839 -2.3817 -0.21
C 1.5847 -1.9542 -3.4596 -0.19
C 0.9345 -2.6143 -4.4951 -0.15
C -0.4418 -2.8031 -4.4529 -0.21
C -1.1805 -2.3355 -3.3807 -0.20
H -6.3234 -0.8000 -1.5619 0.25
H -6.5938 -3.2210 -1.1040 0.23
H -4.6133 -4.6112 -0.5978 0.24
H -2.3594 -3.6051 -0.5784 0.23
H -1.8976 -0.0470 1.6690 0.23
H -1.0051 -0.7208 3.8805 0.23
H 0.6766 -2.5231 4.0312 0.23
H 1.4514 -3.6726 1.9909 0.23
H 0.5662 -3.0146 -0.2174 0.24
H 1.3660 -0.9317 -1.6036 0.27
H 2.6514 -1.7798 -3.4934 0.24
H 1.4980 -2.9649 -5.3492 0.23
H -0.9425 -3.3078 -5.2677 0.23
H -2.2538 -2.4728 -3.3567 0.23